*w*
Here is an isolated molecule of CH4N4 from OMol25. Energies are from ωB97M-V/def2-TZVPD.

Geometry as ORCA input:
```
! RIJCOSX wB97M-V def2-TZVPD def2/J DEFGRID3
* xyz 0 1
C 1.237 0.088 0.326
N 1.731 0.839 -0.598
N -0.123 0.710 -1.173
N -0.090 0.048 0.137
N -1.001 -0.885 0.557
H 1.766 -0.380 1.145
H -0.468 1.665 -1.064
H -1.160 -1.634 -0.118
H -1.893 -0.451 0.787
*
```

Values from the calculation:
Lowest unoccupied orbital energy (eV): 0.17
HOMO-LUMO gap (eV): 9.38

*x*
Here is an isolated molecule of CH4N4 from OMol25. Energies are from ωB97M-V/def2-TZVPD.

Geometry as ORCA input:
```
! RIJCOSX wB97M-V def2-TZVPD def2/J DEFGRID3
* xyz 0 1
C -0.099 0.864 -0.297
N 1.324 0.643 0.058
N 1.677 -0.465 0.162
N -0.853 -0.220 0.129
N -0.285 -1.353 -0.279
H -0.614 1.788 -0.023
H 0.096 0.829 -1.327
H -1.260 -0.116 1.073
H 0.015 -1.970 0.504
*
```

Values from the calculation:
Lowest unoccupied orbital energy (spin up / spin down) (eV): 0.68 / 0.71
HOMO-LUMO gap (spin up / spin down) (eV): 9.01 / 8.93

Q: Which of them is the most stable? A: *x*.

*w*
Here is a structure of composition CH4N4 from OMol25. Energies are from ωB97M-V/def2-TZVPD.

Geometry as ORCA input:
```
! RIJCOSX wB97M-V def2-TZVPD def2/J DEFGRID3
* xyz 0 1
C -0.911 -0.975 -0.098
N -1.778 -0.019 0.052
N -0.731 0.924 0.052
N 0.137 -0.064 -0.277
N 1.478 -0.234 0.114
H -1.118 -2.089 -0.071
H -0.642 2.079 -0.618
H 1.634 -0.258 1.131
H 1.931 0.636 -0.286
*
```

Values from the calculation:
Lowest unoccupied orbital energy (eV): 0.70
HOMO-LUMO gap (eV): 9.73

*x*
Here is a structure of composition CH4N4 from OMol25. Energies are from ωB97M-V/def2-TZVPD.

Geometry as ORCA input:
```
! RIJCOSX wB97M-V def2-TZVPD def2/J DEFGRID3
* xyz 0 1
C 1.041 0.703 -1.339
N 0.034 1.250 -1.929
N -0.771 0.991 -0.856
N 0.393 0.624 -0.141
N 0.112 -0.989 1.057
H 1.973 0.909 -1.658
H -1.494 1.620 -0.545
H -0.417 -0.318 1.698
H 1.116 -0.961 1.410
*
```

Values from the calculation:
Lowest unoccupied orbital energy (spin up / spin down) (eV): -0.65 / -0.71
HOMO-LUMO gap (spin up / spin down) (eV): 8.69 / 8.61

Q: Which of them is the most stable? A: *w*.

*w*
Here is a cluster of 2 separate species, CH4N4 in total from OMol25. Energies are from ωB97M-V/def2-TZVPD.

Geometry as ORCA input:
```
! RIJCOSX wB97M-V def2-TZVPD def2/J DEFGRID3
* xyz 0 1
C 1.740 0.279 0.556
N -2.951 -0.413 -0.602
N 1.352 -0.132 -0.732
N -1.783 -0.192 -0.462
N -0.768 0.172 -0.175
H 1.597 -0.507 1.425
H 1.309 1.149 0.975
H 2.786 0.478 0.485
H -3.281 -0.835 -1.468
*
```

Values from the calculation:
Lowest unoccupied orbital energy (spin up / spin down) (eV): -0.25 / -0.28
HOMO-LUMO gap (spin up / spin down) (eV): 8.85 / 8.88

*x*
Here is a cluster of 2 separate species, CH4N4 in total from OMol25. Energies are from ωB97M-V/def2-TZVPD.

Geometry as ORCA input:
```
! RIJCOSX wB97M-V def2-TZVPD def2/J DEFGRID3
* xyz 0 1
C 0.707 0.445 0.786
N -3.134 -0.153 0.273
N -2.281 0.483 0.550
N 0.822 -0.078 -0.374
N 0.609 -1.266 -0.832
H 1.216 1.263 1.146
H 0.160 -0.135 1.466
H 1.348 0.607 -1.126
H 0.554 -1.165 -1.889
*
```

Values from the calculation:
Lowest unoccupied orbital energy (eV): 0.85
HOMO-LUMO gap (eV): 8.82

Q: Which of them is the most stable? A: *x*.

*w*
Here is an isolated molecule of C8H13NO2 from OMol25. Energies are from ωB97M-V/def2-TZVPD.

Geometry as ORCA input:
```
! RIJCOSX wB97M-V def2-TZVPD def2/J DEFGRID3
* xyz 0 1
C 1.880 0.211 0.851
C 2.517 -0.396 -0.131
C 1.026 1.375 0.637
C 0.729 1.829 -0.797
C -0.642 1.206 -1.398
C -0.930 -0.262 -1.150
C -1.827 0.103 1.084
C -1.152 -2.078 0.339
N -1.341 -0.694 -0.003
O 3.269 -1.534 0.214
O 0.464 1.990 1.579
H 1.780 -0.173 1.807
H 0.745 2.873 -0.872
H 1.453 1.366 -1.419
H -1.454 1.869 -1.138
H -0.483 1.399 -2.461
H -0.568 -1.008 -1.801
H -2.934 0.064 1.048
H -1.562 -0.212 2.044
H -1.457 1.118 0.860
H -1.553 -2.286 1.272
H -1.705 -2.634 -0.461
H -0.069 -2.316 0.417
H 3.814 -1.809 -0.522
*
```

Values from the calculation:
Lowest unoccupied orbital energy (spin up / spin down) (eV): -1.07 / -1.07
HOMO-LUMO gap (spin up / spin down) (eV): 5.36 / 5.36

*x*
Here is an isolated molecule of C8H13NO2 from OMol25. Energies are from ωB97M-V/def2-TZVPD.

Geometry as ORCA input:
```
! RIJCOSX wB97M-V def2-TZVPD def2/J DEFGRID3
* xyz 0 1
C 2.572 -0.290 -0.228
C -1.444 -0.022 -0.042
C -1.388 -1.583 -0.265
C 0.768 -1.708 0.399
C 1.180 -0.644 -0.602
C 0.052 0.518 -0.250
C 0.586 1.137 1.056
C -0.024 1.592 -1.362
N -0.432 -2.145 0.621
O 2.962 0.846 0.054
O 3.251 -1.434 -0.034
H -2.150 0.426 -0.829
H -1.905 0.260 0.918
H -2.394 -2.036 -0.040
H -1.209 -1.582 -1.368
H 1.301 -0.762 -1.838
H 1.556 -1.764 1.284
H 1.173 0.403 1.555
H -0.343 1.338 1.783
H 1.214 2.109 0.981
H -0.644 2.471 -0.839
H -0.590 1.411 -2.333
H 0.891 2.068 -1.421
H 2.843 -2.343 -0.206
*
```

Values from the calculation:
Lowest unoccupied orbital energy (eV): 0.36
HOMO-LUMO gap (eV): 10.30
Structure (SMILES): CC1(C)CCN=C[C@@H]1C(=O)O

Q: Which of them is the most stable? A: *x*.

*w*
Here is an isolated molecule of C22H31N3O4 from OMol25. Energies are from ωB97M-V/def2-TZVPD.

Geometry as ORCA input:
```
! RIJCOSX wB97M-V def2-TZVPD def2/J DEFGRID3
* xyz 0 1
C 4.829 0.825 4.115
H 5.523 1.531 3.663
C 3.876 0.297 3.049
H 4.464 -0.166 2.252
H 3.333 1.141 2.615
C 2.849 -0.734 3.548
N 2.021 -1.060 2.383
C 0.977 -1.913 2.368
O 0.634 -2.598 3.315
C 0.244 -1.984 1.062
C 0.211 -0.922 0.166
C -0.510 -1.016 -1.015
C -1.236 -2.181 -1.289
C -1.195 -3.245 -0.397
C -0.461 -3.147 0.768
H -0.433 -3.961 1.475
H -1.747 -4.139 -0.641
O -1.963 -2.305 -2.429
C -2.428 -1.086 -3.000
C -3.594 -0.530 -2.167
H -3.270 -0.323 -1.148
H -3.968 0.385 -2.621
H -4.395 -1.264 -2.132
C -1.336 -0.013 -3.042
O -1.272 0.804 -3.942
N -0.494 0.012 -1.977
C 0.588 0.980 -1.967
C 0.549 2.002 -0.826
O 1.465 2.063 -0.017
N -0.505 2.820 -0.758
C -1.642 2.910 -1.651
C -2.192 4.309 -1.384
H -3.245 4.395 -1.644
C -1.928 4.487 0.110
H -1.924 5.531 0.417
C -0.564 3.830 0.292
H -0.435 3.359 1.269
H 0.255 4.542 0.151
H -2.684 3.957 0.689
H -1.628 5.046 -1.956
H -1.355 2.760 -2.692
H -2.388 2.151 -1.384
H 0.546 1.504 -2.927
H 1.544 0.453 -1.887
C -2.879 -1.416 -4.420
H -2.063 -1.889 -4.960
H -3.159 -0.503 -4.935
H -3.722 -2.099 -4.388
H 0.729 -0.008 0.394
H 2.226 -0.538 1.546
C 3.529 -2.013 4.045
H 4.098 -1.817 4.949
H 4.196 -2.409 3.283
H 2.770 -2.757 4.267
C 1.950 -0.153 4.642
H 2.518 0.026 5.550
H 1.157 -0.860 4.865
H 1.506 0.783 4.309
H 5.409 0.019 4.557
H 4.289 1.341 4.903
*
```

Values from the calculation:
Lowest unoccupied orbital energy (eV): 0.58
HOMO-LUMO gap (eV): 9.05
Structure (SMILES): CCC(C)(C)NC(=O)c1ccc2c(c1)N(CC(=O)N1CCCC1)C(=O)C(C)(C)O2

*x*
Here is an isolated molecule of C22H31N3O4 from OMol25. Energies are from ωB97M-V/def2-TZVPD.

Geometry as ORCA input:
```
! RIJCOSX wB97M-V def2-TZVPD def2/J DEFGRID3
* xyz 0 1
C 1.727 3.252 0.109
C 0.433 3.474 0.850
O -0.490 2.451 0.429
C -1.656 2.440 1.070
O -1.982 3.264 1.886
C -2.515 1.220 0.711
C -1.950 -0.016 1.445
C -0.438 -0.187 1.620
O 0.064 -0.008 2.724
N 0.264 -0.595 0.552
C 1.692 -0.853 0.633
C 2.013 -2.094 1.478
C 1.400 -3.363 0.955
C 0.078 -3.694 1.226
C -0.452 -4.859 0.699
C 0.364 -5.664 -0.081
N 1.634 -5.379 -0.342
C 2.124 -4.255 0.171
C 2.353 -0.908 -0.752
C 1.591 -0.241 -1.913
C 2.695 0.153 -2.897
C 3.837 0.620 -1.991
C 3.789 -0.335 -0.784
C -3.935 1.475 1.216
C -4.633 2.557 0.412
C -4.774 2.124 -1.031
N -3.526 1.554 -1.519
C -2.520 0.994 -0.806
O -1.663 0.329 -1.371
H 2.456 4.004 0.408
H 2.134 2.266 0.338
H 1.578 3.323 -0.968
H 0.569 3.405 1.929
H 0.003 4.452 0.630
H -2.326 0.024 2.468
H -2.356 -0.919 0.983
H -0.207 -0.585 -0.343
H 2.123 0.000 1.173
H 3.100 -2.200 1.527
H 1.666 -1.916 2.496
H -0.522 -3.049 1.857
H -1.477 -5.144 0.896
H -0.015 -6.587 -0.508
H 3.169 -4.053 -0.050
H 2.414 -1.967 -1.024
H 0.853 -0.910 -2.356
H 1.054 0.651 -1.580
H 3.008 -0.714 -3.486
H 2.371 0.925 -3.597
H 4.806 0.611 -2.490
H 3.651 1.647 -1.668
H 4.052 0.174 0.146
H 4.513 -1.141 -0.913
H -4.504 0.540 1.164
H -3.885 1.762 2.265
H -5.622 2.764 0.823
H -4.065 3.487 0.475
H -5.568 1.374 -1.118
H -5.046 2.967 -1.667
H -3.452 1.349 -2.505
*
```

Values from the calculation:
Lowest unoccupied orbital energy (eV): 0.53
HOMO-LUMO gap (eV): 9.67
Structure (SMILES): CCOC(=O)[C@@]1(CC(=O)N[C@@H](Cc2cccnc2)C2CCCC2)CCCNC1=O

Q: Which of them is the most stable? A: *w*.